1.
The following is a DFT calculation (ωB97M-V with the def2-TZVPD basis set) of a 6-piece molecular cluster, C6H23NO6 overall at a distorted geometry.

The geometry in ORCA input format:
```
! RIJCOSX wB97M-V def2-TZVPD def2/J DEFGRID3
* xyz 0 1
C 1.35 3.13 -1.40
C 0.31 2.49 -0.53
C 0.54 0.94 -0.48
C 0.02 0.29 -1.76
N 0.06 0.28 0.72
C 0.80 -0.63 1.43
C -0.06 -1.32 2.45
O 1.95 -0.86 1.13
H 1.42 2.58 -2.33
H 2.44 2.97 -1.09
H 1.21 4.23 -1.39
H 0.25 2.79 0.52
H -0.73 2.66 -0.84
H 1.62 0.73 -0.57
H 0.44 0.63 -2.71
H -1.06 0.36 -1.87
H 0.32 -0.77 -1.72
H -0.89 0.62 0.88
H -0.64 -0.61 3.07
H -0.79 -1.82 1.82
H 0.62 -1.98 3.04
O 2.12 -4.23 -0.56
H 2.41 -4.02 -1.45
H 2.71 -3.63 -0.09
O -1.27 -3.16 -2.45
H -0.51 -2.95 -2.95
H -1.67 -2.37 -2.11
O 2.18 2.02 1.97
H 2.96 2.25 2.47
H 2.30 1.20 1.50
O -3.93 -1.68 0.85
H -3.11 -1.29 1.19
H -4.46 -1.67 1.66
O -2.68 0.77 0.79
H -3.25 0.33 0.14
H -2.98 1.67 0.71
*
```

Output
**SMILES**: CC[C@H](C)NC(C)=O.O.O.O.O.O

***

2.
The following is a DFT calculation (ωB97M-V with the def2-TZVPD basis set) of a 7-piece molecular cluster, C6H24BrO6 overall at a distorted geometry.

The geometry in ORCA input format:
```
! RIJCOSX wB97M-V def2-TZVPD def2/J DEFGRID3
* xyz -1 1
Br 0.02 0.84 0.71
C -4.77 2.09 -1.56
C -3.26 2.05 -1.23
O -3.05 2.18 0.20
H -4.90 1.78 -2.60
H -5.23 3.07 -1.44
H -5.35 1.34 -1.02
H -2.65 2.74 -1.80
H -2.82 1.14 -1.65
H -2.11 2.02 0.28
C 0.04 -0.74 -3.01
C 1.01 0.33 -3.39
O 1.73 0.63 -2.18
H -0.45 -0.58 -2.05
H 0.56 -1.70 -2.98
H -0.71 -0.82 -3.80
H 0.49 1.19 -3.80
H 1.69 0.06 -4.20
H 1.14 0.67 -1.42
C 4.15 -2.93 1.56
C 2.67 -2.47 1.83
O 2.59 -1.22 1.22
H 4.37 -3.03 0.49
H 4.24 -3.95 1.92
H 4.88 -2.28 2.03
H 2.39 -2.47 2.88
H 1.95 -3.12 1.33
H 1.75 -0.78 1.36
O -1.22 -2.23 1.72
H -2.01 -2.51 1.26
H -0.82 -1.58 1.14
O 0.64 -0.11 4.16
H 0.10 -0.09 3.37
H 1.18 -0.90 4.07
O 0.51 3.80 2.58
H 0.76 4.54 2.02
H 0.49 3.05 1.99
*
```

***

3.
The following is a DFT calculation (ωB97M-V with the def2-TZVPD basis set) of C6H24CuN13O9 as an isolated structure at a distorted geometry.

The geometry in ORCA input format:
```
! RIJCOSX wB97M-V def2-TZVPD def2/J DEFGRID3
* xyz 1 2
Cu 3.38 -12.73 2.02
N 0.75 -14.48 0.61
O 1.83 -13.94 0.93
O 0.67 -15.69 0.51
O -0.25 -13.76 0.40
C 4.76 -9.93 3.36
O 4.55 -10.91 2.66
N 4.69 -8.64 2.91
N 5.06 -10.05 4.68
H 4.49 -8.45 1.95
H 5.11 -7.95 3.50
H 4.91 -10.94 5.11
H 5.06 -9.25 5.30
C 1.22 -10.46 1.02
O 2.31 -11.04 1.04
N 0.04 -11.13 1.04
N 1.14 -9.10 0.94
H 0.06 -12.14 0.81
H -0.78 -10.66 0.70
H 2.00 -8.60 0.87
H 0.23 -8.68 0.98
C 1.22 -12.06 4.42
O 2.16 -12.01 3.64
N -0.07 -11.92 4.00
N 1.34 -12.25 5.76
H -0.81 -12.10 4.65
H -0.26 -11.74 3.02
H 0.55 -12.07 6.35
H 2.25 -12.28 6.18
C 5.25 -12.19 -0.48
O 4.26 -12.62 0.09
N 6.01 -12.96 -1.30
N 5.62 -10.87 -0.48
H 5.82 -13.95 -1.36
H 6.51 -12.50 -2.05
H 6.55 -10.73 -0.84
H 5.21 -10.20 0.13
C 6.47 -13.82 2.67
O 5.29 -13.73 2.37
N 6.97 -13.32 3.85
N 7.38 -14.40 1.86
H 7.94 -13.40 4.09
H 6.34 -12.73 4.36
H 7.07 -14.78 0.99
H 8.37 -14.48 2.03
C 2.49 -15.48 4.15
O 2.81 -14.58 3.38
N 3.03 -15.62 5.39
N 1.60 -16.43 3.76
H 2.54 -16.15 6.09
H 3.74 -14.98 5.68
H 1.39 -17.22 4.35
H 1.41 -16.48 2.77
*
```

Output
**⟨S²⟩**: 0.751

***

4.
The following is a DFT calculation (ωB97M-V with the def2-TZVPD basis set) of C6H24FeN12O6 as an isolated structure at a distorted geometry.

The geometry in ORCA input format:
```
! RIJCOSX wB97M-V def2-TZVPD def2/J DEFGRID3
* xyz 2 9
Fe 0.37 0.09 0.25
C -0.26 1.90 2.72
O 0.22 0.87 2.06
N -0.69 3.10 2.07
N -0.87 1.82 3.98
H -0.40 3.37 1.11
H -0.96 3.84 2.72
H -0.89 2.63 4.58
H -0.94 0.93 4.45
C 0.65 -1.09 -2.77
O 0.40 -0.61 -1.65
N 1.66 -1.97 -2.97
N -0.19 -0.91 -3.81
H 2.17 -2.16 -3.81
H 2.10 -2.23 -2.10
H -1.00 -0.33 -3.71
H -0.20 -1.58 -4.56
C 1.86 2.26 -1.41
O 1.32 1.74 -0.41
N 1.12 2.89 -2.35
N 3.18 2.17 -1.65
H 1.52 3.08 -3.26
H 0.20 3.23 -2.14
H 3.79 1.72 -1.00
H 3.52 2.75 -2.40
C -1.66 -2.27 0.51
O -0.71 -1.49 0.79
N -2.61 -2.49 1.43
N -1.74 -2.93 -0.65
H -3.27 -3.23 1.24
H -2.56 -2.04 2.33
H -0.98 -2.89 -1.30
H -2.60 -3.40 -0.90
C -2.58 1.30 -0.11
O -1.37 1.03 -0.25
N -3.36 1.52 -1.19
N -3.22 1.27 1.09
H -4.35 1.68 -1.13
H -2.85 1.79 -2.02
H -4.12 1.74 1.08
H -2.66 1.16 1.91
C 2.62 -1.91 1.42
O 1.99 -0.99 0.87
N 2.84 -1.90 2.75
N 3.05 -3.00 0.76
H 3.29 -2.69 3.17
H 2.41 -1.19 3.32
H 3.03 -2.99 -0.24
H 3.75 -3.59 1.18
*
```

Output
**⟨S²⟩**: 20.014

***

Energy above the lowest of the compared OMol25 structures with the same formula, charge and spin? In order: 26.42; 0.00; 0.00; 3.29 kcal per mole.